1.
{
  "formula": "C7H15NOSi",
  "method": "wB97M-V/def2-TZVPD",
  "species": ["H", "N", "C", "C", "C", "C", "O", "Si", "C", "C", "C", "H", "H", "H", "H", "H", "H", "H", "H", "H", "H", "H", "H", "H", "H"],
  "coordinates": [[-1.387, -2.329, 1.539], [-1.237, -2.406, 0.600], [-1.336, -1.397, -0.177], [-0.877, -1.604, -1.578], [-0.357, -3.039, -1.906], [-1.656, 0.148, -0.120], [-2.641, 0.654, -0.590], [-0.193, 1.047, 0.703], [0.944, 1.730, -0.733], [0.763, -0.001, 1.957], [-1.187, 2.425, 1.676], [-0.084, -0.899, -1.827], [-1.689, -1.362, -2.380], [0.727, -2.948, -2.026], [-0.824, -3.654, -1.048], [-0.880, -3.179, -2.783], [0.265, 2.068, -1.504], [1.549, 2.453, -0.473], [1.415, 0.802, -1.110], [1.900, 0.133, 2.141], [0.315, -0.209, 2.957], [0.787, -0.978, 1.583], [-0.993, 2.094, 2.730], [-1.028, 3.447, 1.564], [-2.226, 2.122, 1.374]],
  "lumo_energy_ev": 0.3,
  "homo_lumo_gap_ev": 9.06,
  "e_above_lowest_ev": 1.854,
  "smiles": "[H]/N=C(/CC)C(=O)[Si](C)(C)C",
  "e_homo_ev": -8.8
}

***

2.
{
  "formula": "C5H17N3",
  "method": "wB97M-V/def2-TZVPD",
  "species": ["C", "C", "C", "N", "N", "H", "H", "H", "H", "H", "H", "H", "H", "H", "H", "C", "C", "N", "H", "H", "H", "H", "H", "H", "H"],
  "coordinates": [[-0.519, 0.939, 1.023], [0.941, 1.243, 1.394], [-1.471, 1.769, 1.897], [-0.875, -0.467, 1.180], [-0.688, 1.232, -0.410], [-1.625, 0.963, -0.692], [-0.582, 2.227, -0.584], [-0.886, -0.724, 2.160], [-0.196, -1.068, 0.717], [-2.505, 1.542, 1.638], [-1.324, 1.545, 2.954], [1.117, 1.020, 2.446], [1.612, 0.630, 0.792], [1.181, 2.293, 1.220], [-1.295, 2.834, 1.749], [1.161, -1.721, -1.724], [-0.214, -2.250, -2.026], [1.344, -0.380, -1.968], [2.278, -0.031, -1.796], [0.614, 0.253, -1.623], [2.039, -2.464, -1.567], [1.572, -2.233, -0.426], [-0.304, -3.288, -1.710], [-0.377, -2.199, -3.104], [-0.997, -1.665, -1.539]],
  "lumo_energy_ev": 0.9,
  "homo_lumo_gap_ev": 8.33,
  "e_above_lowest_ev": 1.803,
  "e_homo_ev": -7.4
}

***

3.
{
  "formula": "C4H16N2O6",
  "method": "wB97M-V/def2-TZVPD",
  "species": ["O", "C", "C", "C", "N", "C", "N", "O", "H", "H", "H", "H", "H", "H", "H", "H", "H", "H", "O", "H", "H", "O", "H", "H", "O", "H", "H", "O"],
  "coordinates": [[-0.484, 0.983, 3.521], [0.465, 1.520, 3.049], [1.162, 0.693, 1.874], [2.461, 1.232, 1.337], [0.249, 0.560, 0.684], [-0.670, -0.416, 0.597], [-1.600, -0.136, -0.480], [-0.674, -1.469, 1.171], [0.879, 2.357, 3.514], [1.495, -0.269, 2.338], [3.370, 1.116, 1.924], [2.791, 0.777, 0.359], [2.332, 2.171, 1.160], [0.058, 1.491, 0.334], [-1.287, 0.243, -1.221], [-2.550, -0.375, -0.268], [-1.784, -3.759, -0.690], [-1.710, -2.589, -1.723], [-1.657, -3.467, -1.577], [-0.622, 1.254, -3.003], [0.313, 0.218, -2.293], [0.226, 0.980, -2.736], [0.965, -3.482, -0.152], [0.001, -4.100, -1.118], [0.743, -4.258, -0.570], [-2.086, 3.324, -1.821], [-0.741, 2.862, -2.138], [-1.647, 2.538, -2.073]],
  "lumo_energy_ev": [3.1, 3.0],
  "homo_lumo_gap_ev": [2.97, 7.99],
  "e_above_lowest_ev": 1.003,
  "charge": -1,
  "s2": 0.75,
  "e_homo_ev": [0.1, -4.9],
  "spin_multiplicity": 2
}